A cluster of 9 separate species, C5H31N3O8 in total at a distorted geometry. Source: the OMol25 dataset; level of theory: ωB97M-V with the def2-TZVPD basis set.

Geometry as XYZ:
```
47
Properties=species:S:1:pos:R:3:forces:R:3
H -2.55364 4.49828 3.30571 0.11 -0.20 -0.28
H 0.20596 -4.26298 1.08037 -0.35 0.39 -0.01
H -1.52742 -4.23459 0.77070 0.41 0.31 -0.08
H 0.24490 -0.28301 -2.11705 -0.22 -0.32 -0.21
O -3.67604 3.28817 0.65275 0.29 -1.55 -1.66
H -3.29210 2.70580 -0.08139 -0.42 1.17 1.04
N 2.54339 -2.63198 0.76959 0.05 -0.22 -0.55
H 2.05324 -0.14514 -2.85313 0.17 0.04 0.11
H -0.83632 -0.96320 -3.01149 0.03 -0.03 0.22
H -0.40518 -3.51824 -0.39935 -0.10 0.12 -0.01
C 1.73128 -2.05894 1.84300 0.68 -0.70 0.08
O 1.97245 -2.23897 -2.47869 -0.31 0.03 0.22
C -0.05658 0.96419 0.87811 1.96 1.26 0.06
H 0.68479 -1.22158 0.13929 0.11 -0.31 -0.12
H -0.10833 3.14810 -1.95526 0.24 0.07 -0.29
H -2.28123 0.80070 -1.18616 -0.66 0.53 -1.14
H 0.55498 0.91161 -0.02813 -0.02 -0.29 0.27
H 2.26826 0.50480 -1.46533 0.42 -0.06 -0.10
H 1.42359 -2.81686 2.58644 -0.03 0.28 -0.21
H -1.64399 -1.75547 1.10040 -0.09 -0.06 -0.42
H -0.44867 -0.18470 2.52633 0.85 0.26 0.11
C 0.49596 -1.42098 1.19218 -0.23 0.13 1.17
O 3.29292 0.18729 -0.07102 -0.18 -0.85 -0.11
H 0.47089 1.77935 -2.48969 -0.88 1.16 -0.31
O -2.56981 1.71117 -1.35473 0.22 -0.24 -0.58
H -1.73627 0.07319 0.08953 0.52 -0.08 0.12
H -2.06245 1.15267 1.25257 -0.45 0.84 0.18
O -0.29166 2.43893 -2.58627 0.75 -0.87 0.56
H 2.36443 -2.37816 -1.60845 0.22 0.01 -0.10
N 0.29968 -0.11016 1.81431 -2.04 0.19 -0.82
H 0.18725 1.90510 1.36061 -0.32 0.24 0.05
O 1.74709 0.58905 -2.29234 -0.31 0.07 -0.02
O -2.04343 3.94608 2.69765 -0.50 -0.60 -0.69
H -4.62012 3.16809 0.49611 -0.10 0.30 0.33
H 3.31913 -0.79188 0.11678 -0.19 0.89 -0.02
C -0.60554 -3.63370 0.66822 -0.31 -0.75 -0.02
C -0.74577 -2.29986 1.39021 0.24 -0.51 0.07
H -0.91696 -2.51963 2.45442 0.33 0.25 -0.04
H 1.96880 -3.25516 0.20991 0.00 -0.05 0.03
H 2.39177 -1.35884 2.37342 -0.54 0.15 -0.11
N -1.42707 0.96170 0.48990 -0.20 -1.90 1.52
O -0.44210 -0.99647 -2.12614 -0.38 0.50 0.16
H 3.28372 -3.22286 1.11981 0.24 0.04 0.24
H 1.02593 -2.07421 -2.28708 0.38 -0.23 -0.21
H -2.67201 3.65794 1.97156 0.57 0.79 1.15
H 2.83895 0.60729 0.66493 0.24 -0.10 0.31
H -1.81919 2.06186 -1.91920 -0.20 -0.12 0.11
```
Forces are in eV/Å.

total charge: +1
HOMO energy (spin up / spin down): -13.3 / -13.3 eV
spin multiplicity: 2
<S²>: 0.759
energy relative to the best compared isomer or geometry (same formula, charge and spin): 0.0 kJ/mol

A cluster of 9 separate species, C5H31N3O8 in total at a distorted geometry. Source: the OMol25 dataset; level of theory: ωB97M-V with the def2-TZVPD basis set.

Geometry as XYZ:
```
47
Properties=species:S:1:pos:R:3:forces:R:3
H -3.47282 3.00694 -1.51364 -0.12 -0.07 0.06
H 1.71497 -1.33111 1.40206 -0.23 -0.09 0.35
H -1.99586 0.05306 -3.75322 0.18 0.19 0.19
H -1.09893 1.92166 0.91010 -0.27 0.17 0.20
H 3.64501 0.59788 -2.38607 -0.01 -0.29 -0.24
C -1.63147 3.04384 -0.69236 -0.06 0.16 0.53
H 1.80850 -1.48133 -1.87825 0.07 -0.71 0.16
O 2.61326 -1.00327 1.50134 -0.09 -0.03 -0.25
C 2.60112 1.32188 -0.68070 -0.27 -0.30 -0.37
H 2.56435 -1.05539 -0.43690 0.18 -0.60 0.31
H 0.03657 -2.03575 0.51923 -0.02 0.32 -0.49
N -2.83701 2.56950 -0.86719 0.06 0.16 -0.22
N 2.63859 -1.07938 -1.45598 -0.08 1.94 -0.42
H -1.38646 -2.04319 0.32828 -0.60 0.42 -0.44
H 0.22504 -3.00773 -1.87662 -1.05 -0.45 -0.31
H -2.76967 2.50807 3.18474 -0.09 0.57 -0.06
H 2.93656 -1.45811 2.28701 0.27 0.01 -0.06
O -1.05090 0.31524 2.57548 0.30 0.32 -0.55
H 1.87316 0.55027 -2.58858 0.05 0.05 -0.08
H -2.90848 1.44442 2.18229 -0.02 -0.52 -0.23
H -1.26809 3.85056 -1.31405 -0.15 -0.03 -0.30
H -3.70613 -1.44476 2.55958 -0.63 0.14 0.46
H -0.18977 -3.86274 1.64109 0.12 -0.38 0.12
H 1.26161 0.98743 1.01288 -0.03 -0.54 -0.02
O -3.09153 -1.86462 1.97122 0.85 -0.20 -0.61
O 0.97927 -3.52922 -1.63122 1.47 0.54 0.73
H 0.63610 -3.22073 2.78998 -0.04 -0.25 0.25
H 0.95046 -4.45738 -1.86276 -0.55 0.03 -0.40
O -2.95311 2.39670 2.24322 -0.12 0.11 0.23
H -3.04590 -2.78686 2.23994 -0.23 -0.03 0.15
H -1.51053 -1.19710 -4.36559 0.36 -0.14 0.01
N -0.82346 2.63618 0.24062 1.17 -0.28 -0.39
H -3.11997 1.76836 -0.33203 -0.44 0.03 0.10
C 0.65188 2.71824 0.00061 -1.35 -0.95 -0.82
H 1.09966 3.39218 0.72294 0.31 -0.24 0.07
C 2.69642 0.41227 -1.89261 0.42 -0.28 0.18
O -1.22543 -0.52787 -3.72911 -0.45 -0.07 -0.18
H -1.54198 0.31483 3.40146 0.12 -0.42 0.06
H -1.21237 -0.51342 2.10306 -0.25 -0.13 0.35
O -0.62236 -1.58761 -0.05124 0.29 -0.35 0.54
H 2.81904 2.33086 -1.03928 -0.14 0.00 -0.09
C 1.18519 1.26092 -0.03613 1.42 1.70 1.10
H 3.47023 -1.59465 -1.72805 -0.04 -0.20 -0.04
H 0.76193 3.08720 -1.01693 0.10 0.53 0.12
H 0.51511 0.57898 -0.55015 -0.20 0.10 -0.13
O 0.32591 -3.09421 1.89221 0.14 0.26 0.03
H 3.45228 1.10895 -0.03061 -0.36 -0.17 0.36
```
Forces are in eV/Å.

total charge: +2
HOMO energy: -16.5 eV
energy relative to the best compared isomer or geometry (same formula, charge and spin): 208.4 kJ/mol

A cluster of 10 separate species, C5H31NO10 in total at a distorted geometry. Source: the OMol25 dataset; level of theory: ωB97M-V with the def2-TZVPD basis set.

Geometry as XYZ:
```
47
Properties=species:S:1:pos:R:3:forces:R:3
O -2.36386 -2.15905 1.98176 -0.28 0.84 -0.18
O -0.26159 -3.57386 0.07597 -0.57 0.39 -0.68
C -0.51881 0.90343 -0.40334 -0.77 -2.03 -0.62
H 0.25392 0.85689 2.85306 -0.32 0.67 0.50
H -3.72787 -0.55672 -0.98859 -0.33 0.66 0.21
H -0.37832 0.13363 -3.71128 0.44 -0.91 0.75
C -0.26414 0.33369 2.08202 -0.35 -1.20 -2.33
H -1.90988 2.74788 2.34708 -0.24 -0.34 -0.50
H 1.81643 3.62904 0.87863 -0.04 0.21 0.03
O -0.15386 4.27563 -1.16464 -0.13 -0.43 -0.12
H 0.32444 1.44057 -2.08847 0.03 -0.48 -0.60
H -0.99306 -1.90050 -1.46572 -0.23 0.16 -0.52
O 3.37610 0.22128 -2.26858 0.23 -0.22 0.20
H -3.06051 -0.85854 -2.22649 0.09 0.33 -0.42
C -0.84012 -0.15310 -2.71990 1.58 1.25 -2.74
H -1.65357 -2.12719 -3.09779 0.23 -0.01 0.01
H 0.08636 -2.07351 -2.81208 0.70 -0.41 -0.31
H 0.48374 -2.68154 1.87596 -0.40 0.44 0.57
H -2.51508 -2.74818 2.72197 0.17 -0.41 -0.28
H 0.16840 4.19963 -0.26015 -0.29 0.11 0.07
H -1.44146 0.33867 -0.18286 0.20 0.07 -0.45
H 3.13573 -1.39447 1.07989 0.01 -0.26 0.87
H -1.78238 0.27435 -3.03215 -0.53 0.27 1.25
O -3.37763 -0.07713 -1.75617 -0.71 -1.14 0.79
H 0.17803 -3.12234 3.39062 0.02 0.43 -0.49
H -0.92691 3.68744 -1.18595 0.27 0.46 0.06
H -0.39352 -0.72596 2.34238 0.73 0.25 0.00
H -1.30002 0.53225 1.78628 0.11 0.85 1.23
H 4.09763 -0.64137 0.35725 0.82 0.22 0.20
H 2.47317 0.07004 -1.96895 -0.26 0.23 -0.17
H 3.40578 1.11960 -2.60837 -0.12 0.02 0.02
N 0.01250 0.53384 -1.74597 -0.03 0.91 0.83
O -1.12231 2.95804 1.82769 -0.08 1.11 1.20
H 0.49780 -4.07227 0.39293 0.01 0.20 0.14
H -0.67329 3.49943 2.50912 0.34 -0.18 -0.82
C 0.44270 0.43752 0.68160 0.22 -0.91 1.35
H 1.03505 -0.99725 -0.52149 0.04 0.25 -0.07
H 2.60249 3.13989 2.04025 -0.19 0.37 0.25
H 1.39881 0.96116 0.66376 -0.14 0.55 0.27
H -1.91420 -2.61251 1.25928 0.09 -0.63 0.38
O 1.97752 3.84683 1.80564 0.28 -0.64 -0.25
H -0.01980 -2.63140 -0.02124 0.32 -0.72 0.25
O 0.64513 -3.32200 2.57226 0.64 -0.77 0.53
C -0.84810 -1.64494 -2.53006 -0.89 0.08 0.80
O 4.03284 -1.05325 1.23472 -0.91 0.14 -1.12
O 0.83791 -0.94415 0.42845 -0.12 -0.07 -0.78
H -0.84221 1.93051 -0.42836 0.36 0.31 0.70
```
Forces are in eV/Å.

HOMO energy: -9.9 eV
energy relative to the best compared isomer or geometry (same formula, charge and spin): 268.8 kJ/mol
structure (SMILES): CCNC[C@@H](C)O.O.O.O.O.O.O.O.O.O

A cluster of 12 separate species, C5H31NO13 in total at a distorted geometry. Source: the OMol25 dataset; level of theory: ωB97M-V with the def2-TZVPD basis set.

Geometry as XYZ:
```
50
Properties=species:S:1:pos:R:3:forces:R:3
H -2.95579 2.35833 2.63488 0.44 -0.13 0.45
O 4.08643 0.56173 2.43617 0.52 1.24 0.46
O 0.71103 0.85758 -0.91643 0.76 0.13 0.85
O 4.63723 -2.22252 1.55606 0.22 -0.49 -0.53
O 1.30087 0.28463 2.34462 -0.47 0.02 0.16
O 4.53643 -1.15950 -2.06214 -0.40 1.35 -0.27
O -2.34573 -2.19749 -4.69386 0.19 -0.02 -0.62
H 2.25360 0.44622 2.20669 -0.46 -0.48 0.07
H -2.14291 -0.54648 -3.39804 -0.13 -0.09 0.05
H 1.49877 3.31445 0.67741 0.06 -0.29 -0.47
H -1.60634 -3.08450 -2.16604 -0.51 -0.47 0.04
H -0.51112 1.98844 -3.36692 -0.43 0.10 0.06
H 5.34690 -1.59518 -1.83856 0.17 -0.93 -0.08
O 3.55523 0.37361 -0.07990 -0.28 0.56 -0.54
C -1.75666 -1.58548 -0.20666 0.34 1.14 -1.69
H -1.55889 3.76627 -0.72649 0.43 -0.60 -0.15
H 4.00815 0.17402 -0.92466 -0.20 -0.25 0.51
H 4.57189 -2.18519 2.50377 -0.07 0.13 0.49
H -4.15545 -2.36682 0.35087 -0.54 -0.30 -0.01
H 0.43639 0.99445 -1.84236 -0.17 -0.31 -0.17
H -4.78735 -2.15122 -1.37000 -0.18 -0.36 0.18
O -2.52567 2.41160 1.78563 -1.56 0.42 -0.99
O -0.58166 -1.77742 -0.56259 -0.27 -0.20 0.74
H 4.62416 1.09940 3.04170 -0.34 -0.44 0.03
H 0.97239 -0.40002 1.74635 0.54 0.04 0.03
O -0.21021 1.08394 -3.47525 0.41 0.01 -0.03
H 2.67121 0.67187 -0.37120 -0.07 -0.12 0.00
H -2.68025 3.36408 -1.58536 0.04 -0.46 -0.29
H -0.98282 0.49375 -3.38921 0.16 0.06 -0.11
O 0.82910 2.89247 1.21006 -0.48 0.87 0.99
C -2.05786 -0.86079 1.06988 0.40 0.58 0.50
C -2.53385 -2.51419 -2.31554 0.63 2.17 -0.76
H -1.11410 -0.42811 1.38086 0.21 -0.05 0.19
O -1.75252 3.13115 -1.44034 -0.40 0.97 0.39
H 4.13048 -1.46722 1.24765 -0.09 0.37 -0.14
O -0.01392 1.08530 5.12362 0.34 -0.15 -0.46
C -4.16264 -1.78691 -0.56665 1.19 1.27 -0.35
H -2.69177 0.01226 0.90160 -0.28 -0.32 -0.01
H 3.98587 1.16462 1.67529 0.14 -0.70 -0.29
H -1.60038 2.25066 1.83239 1.17 -0.13 0.54
H -4.48833 -0.76567 -0.36141 -0.21 -0.08 0.24
H 0.07158 0.88269 4.17827 -0.30 0.03 -0.11
H 3.87234 -1.68919 -2.50638 0.38 -0.51 0.11
H 0.65020 2.00970 0.88561 0.40 -0.34 -0.67
H -3.44892 -3.04646 -2.52258 0.13 -0.95 0.11
H 0.55182 -0.07203 -0.69861 -0.41 -0.20 -0.38
H 0.91774 1.01045 5.34980 0.05 0.08 0.43
N -2.77925 -1.71168 -1.09138 -0.24 -1.57 0.55
C -2.35793 -1.61591 -3.56866 -0.56 -0.41 1.05
H -2.41751 -1.45366 1.90806 -0.26 -0.20 -0.14
```
Forces are in eV/Å.

total charge: -1
HOMO energy (spin up / spin down): -0.3 / -3.9 eV
spin multiplicity: 2
<S²>: 0.753

A cluster of 11 separate species, C5H32N2O10 in total at a distorted geometry. Source: the OMol25 dataset; level of theory: ωB97M-V with the def2-TZVPD basis set.

Geometry as XYZ:
```
49
Properties=species:S:1:pos:R:3:forces:R:3
H -2.28398 -3.45486 -1.06054 -0.10 0.00 0.23
H -1.22876 -1.64534 -3.44694 0.46 0.35 -0.01
H 3.01008 2.13418 -2.10103 -0.22 -0.41 0.15
H 1.06891 1.17134 0.10304 0.36 0.37 -0.16
H 1.93253 -3.87533 -1.75372 0.58 0.48 0.21
H 0.58638 -2.07982 2.78726 0.19 0.24 0.72
H 2.09706 1.89703 2.36791 0.35 -0.16 0.64
O -1.40072 3.93079 -1.04334 -0.47 1.08 0.82
H -0.71447 -2.83266 0.76565 -1.28 -0.06 0.60
H -0.72257 -2.67360 3.87798 -0.08 -0.38 -0.04
C -0.81303 0.37013 0.44695 0.24 -0.42 -1.05
H 3.52970 1.10482 2.21821 -0.29 0.10 0.77
H 1.69385 -2.43811 -0.99327 1.09 -0.03 -0.40
H -0.15490 -0.78962 -2.61048 -0.19 -0.46 -0.53
H -2.34699 4.13822 -1.10543 0.07 -0.30 -0.28
O -3.90948 0.09260 0.54656 0.72 0.00 0.07
C -1.22167 -0.93319 2.60920 1.15 0.59 1.25
H -0.94764 -2.80121 -1.42451 -0.17 -0.03 0.50
H -0.03979 -3.98234 1.63982 0.11 0.84 0.56
O 2.81328 1.93088 -1.16904 0.61 0.90 -0.39
H 0.59380 2.50740 -1.72483 0.00 0.37 0.45
H 1.92172 0.16154 -4.32269 0.30 0.39 -0.08
H 3.36380 2.59656 -0.71794 -0.27 -0.42 0.26
C -0.46175 -0.07531 1.63869 0.23 -0.23 0.46
H -4.29649 -0.59372 1.09822 -0.47 0.21 -0.26
H 0.49112 0.25624 2.09669 -0.47 -0.12 -0.73
O 1.32659 -3.23538 -1.37855 -1.58 -0.31 0.17
H -1.53160 -3.79548 1.97731 -0.96 0.43 -0.67
N -0.73589 -3.21066 1.75406 1.53 -1.67 0.96
H -0.43986 3.36109 2.26930 0.13 -0.14 0.47
H 0.49716 0.46183 -4.56290 -0.17 0.45 -0.27
H -2.29799 -0.93850 2.51499 -0.16 -0.51 -0.43
H -0.08833 2.86253 3.70566 -0.12 0.29 -0.01
H -1.13075 1.94031 -1.74666 -0.19 -0.33 0.59
O 1.31993 0.92148 -4.35182 -0.13 -0.87 0.44
N 0.12488 1.18040 -0.26748 -0.95 0.79 0.59
O -1.48392 -3.10348 -0.65487 0.16 -0.02 -0.99
O 0.01785 2.66947 2.76914 0.17 -0.13 -0.33
O 2.87874 1.69760 1.84145 -0.27 0.13 -1.45
H 2.59068 -0.79811 0.50702 -0.15 -0.69 -0.21
O -0.97704 -1.30234 -2.57887 -0.10 0.29 0.24
H 2.81148 0.17348 -0.52679 -0.04 -0.12 -1.05
H -1.04130 -0.38996 3.54320 -0.38 0.08 0.18
O 2.44473 -0.73256 -0.45240 0.25 0.73 1.33
H -1.67219 0.13524 -0.18343 -0.13 -0.05 0.77
C -0.20485 2.00385 -1.19659 0.89 -1.47 -1.60
H -1.12480 4.58968 -0.38825 0.28 -0.02 -0.25
H -4.59446 0.53559 0.04133 -0.38 -0.23 0.17
C -0.47673 -2.25370 2.91395 -0.13 0.48 -2.42
```
Forces are in eV/Å.

total charge: +2
HOMO energy: -16.0 eV
energy relative to the best compared isomer or geometry (same formula, charge and spin): 377.3 kJ/mol

A cluster of 11 separate species, C5H32N2O11 in total at a distorted geometry. Source: the OMol25 dataset; level of theory: ωB97M-V with the def2-TZVPD basis set.

Geometry as XYZ:
```
50
Properties=species:S:1:pos:R:3:forces:R:3
O 3.58715 0.29266 0.19237 1.66 -2.98 1.53
O 1.76531 0.43199 -3.64868 1.36 0.12 -0.43
H -0.40202 1.37511 -0.59644 -0.22 -0.17 0.37
O 1.58379 2.14062 1.19274 -0.33 0.68 -1.05
H 4.37532 -0.25440 0.06333 0.53 0.39 0.35
O -1.91988 0.39181 1.63626 0.25 0.44 -0.13
H -2.63961 0.64045 2.21328 -0.60 -0.14 0.12
H 1.18817 0.89679 -4.26587 -0.47 -0.22 0.25
H 3.22018 0.52721 3.20035 -0.14 -0.69 0.47
O -0.23904 1.92178 3.21472 0.15 0.09 0.66
H 1.30618 -0.27893 -3.20993 -0.35 -0.07 -0.42
H 0.69516 1.84037 0.97447 -0.14 -0.05 0.61
H -1.27078 1.07981 1.87244 0.11 -0.36 0.11
C -1.26232 1.49995 -2.54433 0.45 -0.16 -1.91
H -0.25810 1.21896 3.88172 -0.53 -0.13 -0.23
C -1.04584 0.75363 -1.21789 -0.58 0.99 -1.38
H 3.32674 0.93945 -0.96257 0.50 -0.39 -0.58
H 2.61415 0.99995 1.99099 -1.03 -0.03 -0.49
H -0.70860 -3.43410 -1.02861 -0.33 0.10 0.19
H -1.58753 0.74375 -3.25754 0.01 -0.30 -0.09
H -1.35952 -1.76941 2.24454 0.13 0.20 0.10
H 2.93958 -0.40888 0.07002 -0.64 -0.02 0.51
H -3.05611 -1.86342 1.16015 -0.18 -0.82 0.58
H 0.33925 -0.57293 -2.06028 -0.36 -0.34 -0.28
H 0.71295 2.24685 -2.72739 0.01 -0.09 0.20
H -2.08738 2.21469 -2.60168 -0.19 -0.27 0.98
O -1.95853 -2.36379 2.71318 0.20 -0.63 0.07
N -0.15802 2.27669 -3.24056 -0.84 -0.15 0.93
C -1.00502 -2.95685 -1.96293 0.51 -0.28 -1.12
O 2.44780 0.31591 2.65603 1.14 0.01 1.16
O 0.01404 -0.76279 3.97354 -1.54 0.83 0.80
H -2.05893 0.66512 -0.85500 -0.03 0.08 0.95
H -2.37246 -1.55940 -1.40705 0.12 0.29 0.20
H -2.36531 -1.82731 3.39217 -0.10 0.26 0.13
C -0.51945 -0.67285 -1.38237 1.25 1.00 0.27
O -0.11036 -1.76619 0.73804 0.20 -0.09 -0.28
H -4.47204 -2.63813 1.16317 0.47 -0.67 0.37
H 0.84240 -0.33985 3.78698 1.20 -0.68 -0.61
H 1.17237 -0.42132 0.06730 -0.01 0.31 -0.29
H -0.12433 -2.99333 -2.61291 0.24 0.26 0.10
O -3.99405 -1.84770 0.94959 -0.61 1.56 -1.17
N -1.48433 -1.58039 -1.89777 -0.09 -0.74 0.29
H -0.49902 3.22240 -3.15986 0.45 0.38 -0.25
H 1.92767 2.30258 0.30207 0.60 0.18 -0.33
H -0.01844 -1.71506 3.96576 0.67 -0.27 -0.22
O 2.92947 1.70981 -1.35066 -1.77 3.49 -2.06
H 2.77769 1.69962 -2.30265 0.17 -0.51 0.19
C 0.24201 -0.98797 -0.10982 -0.97 -0.73 0.82
H 0.65834 2.25275 3.32375 0.09 0.26 -0.44
H -1.68871 -3.58570 -2.53619 -0.37 0.09 0.45
```
Forces are in eV/Å.

HOMO energy: -9.1 eV
energy relative to the best compared isomer or geometry (same formula, charge and spin): 463.4 kJ/mol
structure (SMILES): CN[C@H](C=O)CCN.O.O.O.O.O.O.O.O.O.O